Here is a cluster of 9 separate species, C47H64ClN3O27 in total from OMol25. Energies are from the ωB97M-V functional and the def2-TZVPD basis.

Calculated values
SMILES: CCc1c(OC[C@H](C)CC(C)C)cc2nc(COC)c(OC#N)nc2c1[C@H](Cl)CC.O=C1OCCO1.O=C1OCCO1.O=C1OCCO1.O=C1OCCO1.O=C1OCCO1.O=C1OCCO1.O=C1OCCO1.O=C1OCCO1
HOMO-LUMO gap (eV): 7.958
Lowest unoccupied orbital energy (eV): -0.5

Each line ends with the Mulliken charge.
Atoms and positions in Å:
C (-2.14, 4.53, -0.59)  -1.04
C (-2.54, 3.38, -1.61)  -0.92
C (-1.28, 2.57, -2.11)  0.27
C (-0.71, 1.55, -1.12)  0.42
O (-1.37, 1.41, 0.08)  -0.39
C (-0.53, 0.89, 1.14)  -0.70
C (-0.74, -0.70, 1.22)  1.99
C (-1.94, -1.19, 0.27)  -1.77
C (-1.13, -1.20, 2.68)  -0.94
C (0.01, -1.00, 3.78)  0.77
C (1.47, -0.97, 3.20)  -1.02
C (-0.36, 0.27, 4.66)  -0.67
C (0.45, 0.79, -1.55)  -0.10
C (1.13, 0.97, -2.88)  -0.81
N (2.25, 0.17, -3.10)  0.05
C (2.74, 0.46, -4.34)  1.11
C (4.02, -0.35, -4.81)  -0.48
O (3.70, -1.15, -5.96)  -0.44
C (3.35, -2.49, -5.58)  -0.19
C (2.18, 1.44, -5.32)  -0.71
O (2.85, 1.62, -6.57)  -0.41
C (3.95, 2.41, -6.37)  0.52
N (4.98, 2.85, -6.12)  -0.50
N (1.08, 2.18, -5.07)  -0.11
C (0.54, 1.96, -3.81)  0.97
C (-0.68, 2.78, -3.44)  -0.24
C (-1.33, 3.81, -4.42)  -0.07
Cl (-2.21, 2.80, -5.70)  -0.20
C (-0.31, 4.85, -5.05)  -0.51
C (-0.26, 4.76, -6.65)  -1.17
H (-1.02, 4.57, -0.42)  0.29
H (-2.49, 5.55, -0.91)  0.34
H (-2.58, 4.35, 0.44)  0.17
H (-3.15, 2.63, -1.00)  0.23
H (-3.22, 3.70, -2.44)  0.62
H (0.55, 1.18, 1.06)  0.39
H (-0.92, 1.35, 2.09)  0.21
H (0.19, -1.19, 0.82)  -0.37
H (-2.07, -2.30, 0.41)  0.48
H (-1.62, -1.03, -0.80)  0.33
H (-2.90, -0.67, 0.53)  0.27
H (-2.11, -0.77, 3.04)  0.19
H (-1.30, -2.32, 2.59)  -0.08
H (-0.05, -1.91, 4.45)  0.35
H (1.66, -1.93, 2.63)  0.05
H (2.25, -0.96, 4.02)  0.45
H (1.65, -0.07, 2.52)  0.14
H (-0.29, 0.00, 5.75)  0.39
H (-1.40, 0.65, 4.50)  -0.38
H (0.33, 1.11, 4.36)  0.29
H (0.86, 0.01, -0.84)  0.34
H (4.32, -1.06, -3.97)  0.06
H (4.91, 0.32, -4.97)  0.29
H (2.31, -2.59, -5.15)  0.17
H (3.39, -3.13, -6.51)  0.18
H (4.10, -2.96, -4.87)  0.10
H (-2.15, 4.41, -3.94)  0.31
H (0.73, 4.79, -4.61)  0.31
H (-0.65, 5.92, -4.85)  0.36
H (0.46, 5.51, -7.09)  0.36
H (0.07, 3.75, -7.01)  0.25
H (-1.27, 5.02, -7.11)  0.35
C (-4.76, 2.98, 5.76)  -0.52
C (-4.66, 2.60, 4.31)  0.29
O (-3.64, 1.59, 4.31)  -0.33
C (-3.61, 1.05, 5.57)  0.54
O (-3.00, 0.08, 5.87)  -0.55
O (-4.38, 1.78, 6.43)  -0.33
H (-5.76, 3.28, 6.04)  0.41
H (-4.06, 3.77, 6.03)  0.32
H (-5.58, 2.16, 3.93)  -0.17
H (-4.37, 3.44, 3.68)  0.33
C (2.53, -3.15, -2.09)  0.98
C (1.50, -4.21, -2.34)  -0.42
O (1.24, -4.70, -1.02)  -0.34
C (1.57, -3.72, -0.15)  0.42
O (1.32, -3.73, 1.02)  -0.49
O (2.22, -2.71, -0.77)  -0.20
H (2.46, -2.33, -2.80)  -0.85
H (3.55, -3.54, -2.10)  0.11
H (0.58, -3.81, -2.76)  0.35
H (1.87, -5.01, -2.98)  0.32
C (-8.38, 1.80, 6.20)  -0.40
C (-9.65, 1.28, 5.60)  -0.37
O (-9.49, 1.56, 4.22)  -0.36
C (-8.15, 1.65, 3.98)  0.58
O (-7.67, 1.71, 2.89)  -0.52
O (-7.44, 1.66, 5.14)  -0.19
H (-8.06, 1.23, 7.08)  0.33
H (-8.44, 2.86, 6.47)  0.31
H (-9.76, 0.20, 5.73)  0.27
H (-10.54, 1.78, 6.00)  0.30
C (-0.46, -5.54, 3.56)  0.22
C (-1.50, -6.60, 3.33)  -0.38
O (-1.76, -7.08, 4.65)  -0.33
C (-1.42, -6.09, 5.52)  0.61
O (-1.67, -6.10, 6.68)  -0.54
O (-0.77, -5.08, 4.88)  -0.27
H (-0.54, -4.72, 2.84)  -0.05
H (0.55, -5.93, 3.55)  0.17
H (-2.42, -6.20, 2.91)  0.28
H (-1.13, -7.40, 2.69)  0.31
C (8.40, -0.88, -4.12)  0.04
C (8.85, -1.22, -2.73)  -0.43
O (7.76, -2.00, -2.24)  -0.33
C (7.12, -2.53, -3.31)  0.66
O (6.26, -3.37, -3.24)  -0.55
O (7.56, -1.99, -4.47)  -0.33
H (9.23, -0.79, -4.82)  0.35
H (7.80, 0.04, -4.16)  0.13
H (9.76, -1.83, -2.72)  0.31
H (9.00, -0.34, -2.12)  0.23
C (6.48, 1.35, 0.22)  -0.44
C (5.18, 0.87, -0.37)  -0.15
O (5.32, 1.19, -1.75)  -0.14
C (6.64, 1.25, -2.02)  0.58
O (7.11, 1.33, -3.12)  -0.64
O (7.38, 1.21, -0.88)  -0.36
H (6.80, 0.75, 1.06)  0.33
H (6.44, 2.40, 0.52)  0.29
H (5.04, -0.21, -0.27)  0.21
H (4.31, 1.38, 0.06)  0.21
C (-0.28, -5.40, -8.77)  -0.33
C (1.18, -5.11, -8.95)  -0.36
O (1.54, -4.48, -7.73)  -0.23
C (0.64, -4.88, -6.79)  0.57
O (0.74, -4.68, -5.62)  -0.47
O (-0.40, -5.55, -7.36)  -0.33
H (-0.60, -6.30, -9.29)  0.30
H (-0.92, -4.56, -9.08)  0.26
H (1.78, -6.02, -9.07)  0.26
H (1.37, -4.45, -9.80)  0.31
C (-3.07, 4.46, 9.90)  -0.36
C (-4.29, 3.66, 10.25)  -0.31
O (-5.28, 4.19, 9.37)  -0.31
C (-4.62, 4.73, 8.31)  0.71
O (-5.16, 5.11, 7.31)  -0.57
O (-3.28, 4.79, 8.53)  -0.30
H (-2.15, 3.90, 10.02)  0.30
H (-2.99, 5.39, 10.47)  0.28
H (-4.16, 2.60, 10.04)  0.25
H (-4.59, 3.79, 11.29)  0.30

Here is a structure of composition C47H68ClOP2PdSi from OMol25. Energies are from the ωB97M-V functional and the def2-TZVPD basis.

Calculated values
Energy relative to the best compared isomer or geometry (same formula, charge and spin) (kcal/mol): 3.9
HOMO-LUMO gap (spin up / spin down) (eV): 5.765 / 5.766
Lowest unoccupied orbital energy (spin up / spin down) (eV): 2.5 / 2.5
Charge: -1

Each line ends with the Mulliken charge.
Atoms and positions in Å:
Pd (0.08, -1.19, -0.04)  -0.27
C (-3.72, -1.92, 0.65)  -1.52
Si (-2.01, -1.07, 1.00)  0.90
C (-1.76, -1.05, 2.88)  0.72
C (-2.67, -1.65, 3.76)  -0.69
C (-2.44, -1.69, 5.11)  -0.82
C (-1.28, -1.14, 5.64)  -1.14
C (-0.34, -0.57, 4.78)  -0.61
C (-0.56, -0.53, 3.41)  -0.03
P (0.66, 0.12, 2.21)  0.22
C (0.81, 1.94, 2.73)  0.41
C (0.93, 2.32, 4.20)  -0.68
C (1.20, 3.82, 4.35)  -0.95
C (0.53, 4.64, 3.25)  -0.81
C (-0.77, 3.96, 2.83)  -1.13
C (-0.47, 2.59, 2.19)  1.14
C (2.28, -0.72, 2.64)  1.65
C (2.03, -2.24, 2.62)  0.39
C (2.33, -2.91, 3.96)  -1.07
C (3.79, -2.67, 4.38)  -0.77
C (4.28, -1.28, 3.98)  -0.85
C (3.11, -0.31, 3.85)  -0.63
C (-2.55, 0.70, 0.48)  0.23
C (-3.49, 1.39, 1.24)  -0.03
C (-3.93, 2.65, 0.89)  -0.89
C (-3.46, 3.22, -0.28)  -1.25
C (-2.54, 2.55, -1.07)  -0.21
C (-2.06, 1.29, -0.69)  -0.08
P (-0.86, 0.32, -1.69)  0.49
C (-1.83, 0.09, -3.30)  0.09
C (-2.23, 1.29, -4.16)  -0.18
C (-2.91, 0.80, -5.44)  -0.91
C (-4.16, 0.00, -5.09)  -0.95
C (-3.78, -1.19, -4.21)  -0.62
C (-3.09, -0.70, -2.94)  0.62
C (0.58, 1.45, -2.09)  1.40
C (1.22, 0.93, -3.39)  -0.04
C (2.37, 1.82, -3.87)  -1.15
C (2.89, 2.71, -2.75)  -0.35
C (1.78, 3.67, -2.30)  -1.03
C (0.42, 2.97, -2.14)  -0.10
H (-4.53, -1.42, 1.16)  0.52
H (-3.72, -2.96, 0.93)  0.42
H (-3.93, -1.87, -0.41)  0.26
H (-3.57, -2.09, 3.35)  0.44
H (-3.16, -2.16, 5.77)  0.41
H (-1.10, -1.15, 6.70)  0.42
H (0.56, -0.17, 5.21)  0.42
H (1.69, 2.32, 2.18)  0.78
H (1.73, 1.77, 4.69)  0.15
H (-0.01, 2.06, 4.69)  0.23
H (2.27, 4.02, 4.35)  0.31
H (0.82, 4.14, 5.33)  0.41
H (1.19, 4.73, 2.39)  0.29
H (0.32, 5.66, 3.61)  0.54
H (-1.32, 4.58, 2.13)  0.52
H (-1.39, 3.82, 3.71)  0.37
H (-0.41, 2.68, 1.10)  -0.65
H (-1.31, 1.92, 2.40)  -0.54
H (2.87, -0.48, 1.74)  -1.02
H (2.67, -2.70, 1.85)  0.23
H (0.99, -2.44, 2.33)  -0.38
H (2.15, -3.98, 3.89)  0.52
H (1.66, -2.51, 4.72)  0.16
H (4.43, -3.43, 3.91)  0.36
H (3.88, -2.81, 5.46)  0.36
H (4.79, -1.33, 3.01)  0.27
H (5.01, -0.92, 4.71)  0.45
H (3.49, 0.71, 3.71)  0.44
H (2.53, -0.33, 4.77)  0.07
H (-3.86, 0.93, 2.15)  0.35
H (-4.64, 3.18, 1.50)  0.38
H (-3.80, 4.20, -0.58)  0.33
H (-2.19, 3.03, -1.97)  0.44
H (-1.19, -0.58, -3.89)  1.03
H (-1.37, 1.90, -4.42)  0.10
H (-2.93, 1.91, -3.60)  0.10
H (-2.22, 0.17, -6.00)  0.41
H (-3.18, 1.66, -6.07)  0.38
H (-4.66, -0.34, -6.00)  0.46
H (-4.86, 0.64, -4.54)  0.39
H (-3.10, -1.84, -4.76)  -0.08
H (-4.67, -1.77, -3.96)  0.36
H (-2.80, -1.55, -2.32)  -1.17
H (-3.77, -0.07, -2.36)  0.36
H (1.26, 1.22, -1.26)  -0.45
H (0.47, 0.89, -4.18)  0.21
H (1.57, -0.08, -3.19)  -0.35
H (2.03, 2.46, -4.70)  0.40
H (3.19, 1.21, -4.26)  0.41
H (3.76, 3.28, -3.07)  0.47
H (3.20, 2.08, -1.92)  0.02
H (1.69, 4.46, -3.06)  0.34
H (2.08, 4.15, -1.37)  0.32
H (-0.22, 3.24, -2.99)  0.10
H (-0.07, 3.33, -1.23)  0.04
Cl (-1.59, -3.94, -5.99)  -0.27
C (-1.19, -3.83, -4.29)  0.40
C (0.13, -3.55, -3.93)  -0.60
C (0.44, -3.48, -2.60)  -0.07
C (-0.53, -3.62, -1.58)  0.85
C (-0.16, -3.46, -0.22)  -2.96
C (-1.85, -3.91, -2.00)  -0.24
C (-2.17, -4.03, -3.33)  -0.54
H (0.88, -3.40, -4.69)  0.48
H (1.45, -3.31, -2.28)  0.12
H (0.91, -3.57, 0.00)  0.55
H (-0.83, -3.85, 0.54)  0.82
H (-2.63, -4.04, -1.25)  0.40
H (-3.17, -4.27, -3.64)  0.36
C (3.65, -2.10, -2.28)  -1.99
C (3.43, -1.02, -1.18)  1.32
C (4.69, -1.04, -0.26)  -1.52
O (2.29, -1.13, -0.48)  0.12
H (4.61, -1.95, -2.78)  0.45
H (2.86, -2.04, -3.03)  0.30
H (3.64, -3.09, -1.82)  0.44
H (3.48, -0.04, -1.72)  -1.06
H (4.69, -1.95, 0.33)  0.29
H (4.67, -0.18, 0.40)  0.27
H (5.60, -0.99, -0.85)  0.53

Here is a structure of composition C47H69F32I2NO9 from OMol25. Energies are from the ωB97M-V functional and the def2-TZVPD basis.

Calculated values
HOMO-LUMO gap (eV): 9.295
Lowest unoccupied orbital energy (eV): 0.4

Each line ends with the Mulliken charge.
Atoms and positions in Å:
C (1.61, -3.82, 3.81)  -1.20
C (1.50, -3.19, 2.41)  0.11
O (2.24, -3.88, 1.41)  -0.34
C (3.61, -3.83, 1.62)  -1.52
C (4.37, -3.19, 0.39)  -0.15
O (3.40, -2.64, -0.46)  -0.02
C (3.03, -3.47, -1.54)  -0.86
C (2.56, -2.64, -2.71)  0.25
C (1.24, -1.90, -2.48)  -0.51
C (0.09, -2.78, -1.96)  0.38
C (-1.18, -2.75, -2.83)  -0.95
C (-2.44, -2.18, -2.15)  -1.06
C (-2.67, -2.62, -0.70)  -0.77
C (-2.77, -1.37, 0.20)  -0.20
C (-3.56, -1.60, 1.49)  -0.92
C (-4.31, -0.36, 1.96)  -1.06
C (-5.39, 0.11, 0.97)  -1.08
C (-5.43, 1.64, 0.82)  -0.29
C (-6.17, 2.02, -0.47)  -0.17
O (-5.35, 2.58, -1.49)  -0.38
C (-6.14, 2.54, -2.68)  -0.67
C (5.32, -2.03, 0.79)  -0.40
O (5.34, -1.03, -0.19)  -0.35
C (5.99, -1.40, -1.38)  0.10
C (5.69, -0.30, -2.42)  -0.81
C (6.96, 0.52, -2.55)  -0.79
O (7.49, 0.72, -3.58)  -0.59
N (7.48, 1.02, -1.33)  0.61
C (8.92, 1.25, -1.37)  -1.12
C (6.73, 2.19, -0.88)  -1.25
C (6.74, -2.46, 1.17)  -1.00
I (6.85, -3.80, 2.85)  0.19
C (7.54, -1.18, 1.50)  1.20
C (6.98, -0.36, 2.63)  -1.28
I (9.63, -1.62, 1.84)  0.11
H (2.42, -4.52, 3.90)  0.23
H (1.81, -3.02, 4.51)  0.34
H (0.67, -4.28, 4.07)  0.45
H (0.46, -3.24, 2.10)  0.05
H (1.84, -2.16, 2.39)  0.29
H (3.90, -3.27, 2.50)  0.74
H (4.03, -4.83, 1.76)  0.25
H (4.97, -3.98, -0.08)  0.64
H (2.29, -4.17, -1.17)  0.38
H (3.86, -4.09, -1.89)  0.54
H (3.32, -1.88, -2.86)  -0.88
H (2.54, -3.24, -3.61)  0.49
H (1.38, -1.01, -1.88)  0.34
H (0.93, -1.53, -3.46)  0.05
H (0.43, -3.80, -1.93)  0.16
H (-0.08, -2.50, -0.92)  -0.02
H (-1.00, -2.16, -3.72)  0.23
H (-1.39, -3.75, -3.20)  0.41
H (-3.29, -2.54, -2.73)  0.35
H (-2.45, -1.10, -2.28)  0.40
H (-3.60, -3.16, -0.57)  0.69
H (-1.88, -3.26, -0.32)  0.37
H (-3.29, -0.62, -0.38)  0.11
H (-1.78, -0.96, 0.40)  0.28
H (-2.83, -1.80, 2.28)  0.32
H (-4.20, -2.47, 1.46)  0.46
H (-3.64, 0.47, 2.16)  0.37
H (-4.82, -0.58, 2.90)  0.43
H (-5.30, -0.35, -0.01)  0.55
H (-6.36, -0.17, 1.36)  0.51
H (-6.02, 2.05, 1.63)  0.19
H (-4.45, 2.08, 0.88)  0.43
H (-6.96, 2.76, -0.27)  -0.25
H (-6.68, 1.12, -0.81)  0.55
H (-6.33, 1.48, -2.85)  0.39
H (-7.11, 3.02, -2.50)  0.18
H (-5.64, 3.00, -3.51)  0.26
H (4.89, -1.56, 1.66)  0.69
H (7.07, -1.48, -1.29)  0.29
H (5.60, -2.32, -1.81)  0.53
H (4.85, 0.30, -2.12)  0.54
H (5.57, -0.77, -3.38)  0.51
H (9.43, 0.65, -2.11)  0.38
H (9.16, 2.30, -1.51)  0.37
H (9.32, 0.96, -0.40)  0.28
H (6.59, 2.91, -1.69)  0.40
H (5.75, 1.89, -0.52)  0.28
H (7.25, 2.65, -0.05)  0.44
H (7.27, -2.94, 0.37)  0.71
H (7.53, -0.55, 0.62)  -0.96
H (6.15, 0.27, 2.31)  0.27
H (6.62, -0.94, 3.48)  0.26
H (7.74, 0.31, 3.02)  0.54
C (2.29, 1.57, -7.88)  -0.72
C (2.32, 0.06, -8.15)  0.84
C (1.29, -0.78, -7.40)  0.07
F (1.44, -0.67, -6.06)  -0.18
F (1.46, -2.09, -7.73)  -0.28
F (3.56, -0.41, -7.94)  -0.25
F (2.06, -0.10, -9.48)  -0.34
O (3.20, 2.06, -6.91)  -0.39
C (2.84, 1.97, -5.59)  0.60
C (3.74, 1.00, -4.83)  0.48
F (3.73, -0.23, -5.40)  -0.28
F (3.30, 0.85, -3.56)  -0.29
F (1.54, 1.65, -5.46)  -0.25
F (3.01, 3.19, -5.05)  -0.31
H (2.60, 2.05, -8.81)  0.42
H (1.27, 1.93, -7.70)  0.33
H (0.27, -0.49, -7.68)  0.28
H (4.77, 1.36, -4.81)  0.26
C (5.04, -9.22, 7.19)  -0.69
C (3.55, -9.39, 7.53)  0.85
C (2.59, -9.37, 6.35)  0.08
F (2.65, -8.20, 5.68)  -0.17
F (1.32, -9.51, 6.81)  -0.28
F (3.19, -8.48, 8.46)  -0.27
F (3.43, -10.62, 8.12)  -0.33
O (5.57, -7.91, 7.31)  -0.40
C (5.38, -7.04, 6.26)  0.84
C (4.47, -5.88, 6.64)  0.15
F (3.28, -6.32, 7.09)  -0.23
F (4.25, -5.11, 5.55)  -0.13
F (4.94, -7.69, 5.17)  -0.28
F (6.60, -6.53, 5.96)  -0.32
H (5.58, -9.79, 7.94)  0.40
H (5.30, -9.67, 6.23)  0.32
H (2.79, -10.20, 5.66)  0.28
H (4.93, -5.26, 7.42)  0.19
C (-4.60, 6.36, 1.07)  -0.48
C (-3.57, 7.31, 1.70)  0.80
C (-2.46, 6.67, 2.54)  0.12
F (-2.95, 5.97, 3.59)  -0.21
F (-1.66, 7.65, 3.04)  -0.29
F (-4.22, 8.26, 2.41)  -0.29
F (-2.95, 7.95, 0.67)  -0.33
O (-5.83, 6.17, 1.76)  -0.33
C (-5.85, 5.24, 2.77)  0.65
C (-6.05, 5.85, 4.16)  0.20
F (-5.12, 6.79, 4.42)  -0.21
F (-5.95, 4.89, 5.10)  -0.28
F (-4.73, 4.49, 2.69)  -0.28
F (-6.89, 4.42, 2.51)  -0.28
H (-4.89, 6.83, 0.13)  0.38
H (-4.16, 5.41, 0.78)  0.23
H (-1.85, 6.01, 1.92)  0.30
H (-7.04, 6.32, 4.23)  0.26
C (-8.82, 5.56, -0.86)  -0.45
C (-7.94, 6.36, -1.83)  0.96
C (-7.89, 7.87, -1.60)  0.16
F (-9.11, 8.43, -1.71)  -0.25
F (-7.09, 8.44, -2.54)  -0.29
F (-8.29, 6.08, -3.10)  -0.31
F (-6.66, 5.90, -1.66)  -0.26
O (-10.13, 5.26, -1.31)  -0.48
C (-11.11, 6.21, -1.16)  0.78
C (-11.60, 6.74, -2.51)  0.21
F (-10.58, 7.23, -3.24)  -0.21
F (-12.49, 7.74, -2.31)  -0.26
F (-10.69, 7.21, -0.36)  -0.28
F (-12.15, 5.62, -0.54)  -0.30
H (-8.34, 4.59, -0.76)  0.05
H (-8.83, 6.00, 0.14)  0.46
H (-7.48, 8.10, -0.61)  0.20
H (-12.08, 5.94, -3.08)  0.26